(1)
{"formula": "HO3PS2", "method": "the ωB97M-V functional and the def2-TZVPD basis", "multiplicity": 1, "homo_ev": [-8.99, -8.99], "symbols": ["O", "O", "O", "P", "S", "S", "H"], "positions_angstrom": [[-0.30, 1.06, 0.43], [1.01, -1.59, 0.49], [-1.17, -1.25, -0.52], [-0.26, -0.98, 0.76], [0.81, 2.05, 0.49], [2.00, 1.78, -1.05], [-2.09, -1.07, -0.60]], "mulliken_charge": [-0.2661, -0.4327, -0.4117, 0.3871, 0.4309, -0.0405, 0.3331]}



(2)
{"formula": "HO3SYb", "method": "the ωB97M-V functional and the def2-TZVPD basis", "multiplicity": 2, "homo_ev": [-19.64, -19.54], "total_charge": 2, "symbols": ["S", "O", "O", "Yb", "O", "H"], "positions_angstrom": [[-0.95, -0.25, 0.54], [-1.89, 0.60, -0.19], [0.63, 0.51, 0.39], [1.66, -0.89, -1.00], [-0.47, -1.42, -0.33], [1.01, 1.44, 0.60]], "mulliken_charge": [1.0693, -0.1368, -0.4722, 1.6351, -0.4962, 0.4009]}



(3)
{"formula": "HO4PS", "method": "the ωB97M-V functional and the def2-TZVPD basis", "multiplicity": 1, "homo_ev": 1.28, "total_charge": -2, "symbols": ["O", "O", "O", "O", "P", "S", "H"], "positions_angstrom": [[1.75, -1.47, -0.44], [1.67, 0.22, 1.40], [1.48, 1.05, -1.08], [-3.21, 0.44, -0.49], [1.40, -0.08, -0.05], [-2.17, -0.41, 0.29], [-0.91, 0.26, 0.38]], "mulliken_charge": [-0.6198, -0.6372, -0.6537, -0.6792, 0.8628, -0.2494, -0.0236]}



(4)
{"formula": "HO5P", "method": "the ωB97M-V functional and the def2-TZVPD basis", "multiplicity": 1, "smiles": "O=P([O-])([O-])OO", "homo_ev": 0.53, "total_charge": -2, "symbols": ["O", "P", "O", "O", "O", "O", "H"], "positions_angstrom": [[0.17, 1.59, -0.10], [-0.70, 0.36, 0.25], [-1.37, 0.34, 1.61], [-1.50, -0.32, -0.91], [0.83, -1.01, 0.71], [1.56, -0.76, -0.49], [1.01, -0.19, -1.07]], "mulliken_charge": [-0.7519, 0.8823, -0.7877, -0.7504, -0.5076, -0.4052, 0.3205]}